Entry 1:
ORCA calculation (ωB97M-V/def2-TZVPD) on an isolated molecule of C15H20O5 at a distorted geometry.

Output
- Multiplicity: 1
- Strongest force on any atom: 4.82 eV/Å
- E_HOMO: -9.0 eV
- Molar mass: 280.32 u
- Kohn-Sham gap: 9.7 eV
- Structure (SMILES): OCC[C@@H]1C[C@@H](O)[C@H](O)[C@@]2(Cc3ccccc3CO2)O1
- LUMO level: 0.6419 eV
- DFT total energy: -959.67503 hartree

Cartesian coordinates (Å):
O (-0.3561, 2.3195, -3.0200)
C (0.8314, 2.0175, -2.2858)
C (1.0956, 2.5367, -0.9047)
C (0.0362, 2.2454, 0.2166)
C (0.6633, 2.7020, 1.5351)
C (1.5632, 1.6821, 2.1287)
O (2.2097, 2.0303, 3.3440)
C (0.8997, 0.2510, 2.1804)
O (1.9223, -0.5626, 2.6139)
C (0.1088, -0.2715, 0.9121)
C (-0.9983, -1.3572, 1.3406)
C (-1.5480, -1.8881, 0.0398)
C (-2.7813, -2.3939, -0.0292)
C (-3.1593, -3.0607, -1.2027)
C (-2.3631, -3.1508, -2.2978)
C (-1.0206, -2.6280, -2.2742)
C (-0.5716, -2.1342, -1.0067)
C (0.8175, -1.8021, -0.8827)
O (1.1738, -0.7996, 0.1594)
O (-0.5479, 0.8711, 0.2543)
H (-1.0948, 2.0292, -2.4514)
H (0.6702, 0.9639, -2.1347)
H (1.7110, 2.0980, -2.9076)
H (1.1756, 3.7067, -0.9940)
H (2.0983, 2.1764, -0.5666)
H (-0.8659, 2.9310, 0.0479)
H (-0.1247, 2.8231, 2.2278)
H (1.2709, 3.6319, 1.4832)
H (2.2976, 1.4851, 1.3442)
H (2.5777, 1.1749, 3.6235)
H (0.2122, 0.2255, 2.9601)
H (2.5656, -0.7919, 1.9124)
H (-0.5627, -2.0160, 2.0695)
H (-1.7039, -0.5982, 1.7765)
H (-3.4182, -2.3212, 0.7876)
H (-4.1547, -3.5469, -1.0989)
H (-2.8216, -3.5496, -3.2632)
H (-0.2830, -2.6716, -3.0411)
H (1.2185, -2.7783, -0.7459)
H (1.2563, -1.5787, -1.8505)

Forces on atoms 1 to 3 (eV/Å):
-0.283 1.217 0.751
-0.607 -2.370 0.072
-0.225 2.407 0.324



Entry 2:
ORCA calculation (ωB97M-V/def2-TZVPD) on an isolated molecule of C2H4IOP at a distorted geometry.

Output
- Multiplicity: 3
- Strongest force on any atom: 4.93 eV/Å
- E_HOMO (alpha / beta): -5.9 / -9.7 eV
- Molar mass: 201.93 u
- Kohn-Sham gap (alpha / beta): 5.5 / 8.0 eV
- LUMO level (alpha / beta): -0.3497 / -1.6296 eV
- DFT total energy: -792.73530 hartree

Cartesian coordinates (Å):
C (0.0232, -0.0224, 0.7992)
C (-0.1987, 1.4366, 0.9553)
O (0.6752, -0.8001, 1.4315)
P (-0.0332, -2.8116, -2.3112)
I (-0.8346, -0.5876, -1.4330)
H (0.7701, 1.7930, 0.9030)
H (-0.8717, 1.8016, 0.3219)
H (-0.7311, 1.5595, 1.9494)
H (1.2006, -2.3689, -2.6161)

Forces on atoms 1 to 3 (eV/Å):
-0.176 -0.948 1.870
0.156 -2.327 4.342
-0.488 1.181 -0.797



Entry 3:
ORCA calculation (ωB97M-V/def2-TZVPD) on a cluster of 2 separate species, C2H4NO2S in total at a distorted geometry.

Output
- Multiplicity: 1
- Strongest force on any atom: 1.30 eV/Å
- E_HOMO (alpha / beta): -2.6 / -2.6 eV
- Molar mass: 106.13 u
- Kohn-Sham gap (alpha / beta): 6.4 / 6.4 eV
- LUMO level (alpha / beta): 3.7732 / 3.7734 eV
- DFT total energy: -682.02535 hartree
- Charge: -1

Cartesian coordinates (Å):
C (-0.7713, 0.8568, 0.3021)
C (-0.9932, -0.4137, -0.2031)
N (-0.6456, 1.9219, -0.4344)
O (2.0099, -1.6107, 1.1076)
O (2.0334, -1.7306, -1.3382)
S (1.8174, -0.8860, -0.1567)
H (-0.6896, 0.9070, 1.4063)
H (-1.1939, -1.2401, 0.4553)
H (-1.1279, -0.5600, -1.2596)
H (-0.4392, 2.7554, 0.1207)

Forces on atoms 1 to 3 (eV/Å):
-0.142 0.352 0.458
0.966 -0.787 0.011
0.185 0.735 -0.181